ORCA calculation (ωB97M-V with the def2-TZVPD basis set) on 2 unconnected molecules or ions with the total composition C10H16 in a non-equilibrium geometry.

```
26
Properties=species:S:1:pos:R:3:forces:R:3:lowdin_charge:R:1
C 2.684300 -1.602607 0.089314 0.13 -0.29 1.83 -0.149
C 2.913552 -0.664118 1.283166 1.52 0.83 0.55 -0.165
H 3.103842 -2.563534 0.403422 -0.50 -0.18 -0.19 0.067
H 1.609055 -1.613450 0.071607 -0.29 -0.70 -0.90 0.016
H 3.169568 -1.427340 -0.855951 -0.13 0.83 -0.30 0.063
H 3.798821 -0.012259 1.182370 -0.14 -0.36 -0.01 0.068
H 3.048719 -1.216453 2.219585 0.20 -0.23 -0.27 0.063
H 2.123669 0.020438 1.560537 -0.57 0.12 -0.63 0.035
C -0.831111 -1.000584 -1.765493 2.31 -0.50 2.53 -0.171
C -0.893993 -2.350472 -1.008317 -1.30 0.34 0.35 -0.101
C -0.819602 0.099264 -0.686918 -0.06 0.90 -0.05 -0.227
C 0.332228 0.892707 -0.458748 -1.32 -1.85 -0.16 -0.058
C -1.951843 0.367719 0.103332 1.52 -0.90 -1.09 -0.048
C 0.259849 1.913430 0.473447 -1.21 2.99 -1.30 -0.091
C -1.975288 1.425163 0.984259 -2.53 -0.45 1.09 -0.114
C -0.967493 2.336563 1.053148 2.28 -1.33 -1.00 -0.092
H 0.221484 -1.012357 -2.118336 -0.83 0.31 -0.84 0.103
H -1.583945 -0.911630 -2.518700 -0.29 0.24 -0.49 0.100
H -0.962998 -3.219188 -1.649569 0.10 -0.15 -0.25 0.068
H 1.176147 0.563888 -1.060563 0.37 0.78 0.33 0.104
H -2.744912 -0.331084 -0.083886 -0.76 0.12 0.54 0.105
H 0.862757 2.809945 0.347892 1.20 -0.68 0.34 0.101
H -2.851335 1.492273 1.646773 0.13 0.40 -0.59 0.110
H -1.037845 3.366326 1.344501 -0.20 0.00 0.89 0.099
H -1.764108 -2.359889 -0.335688 -0.01 -0.14 -0.30 0.068
H -0.060905 -2.453075 -0.330779 0.39 -0.08 -0.08 0.045
```
Positions in Å, forces in eV/Å.

Calculated values
largest force on an atom	3.476	eV/Å
energy above the lowest of the compared OMol25 structures with the same formula, charge and spin	1.6870	eV
M	136.24	g/mol
calculated total energy	-390.573879	hartree
SMILES	CCc1ccccc1.CC
E_HOMO	-8.92	eV